Molecular formula: C26H15AsF3N2O7Pd
Method: DFT, wB97M-V/def2-TZVPD

The spin multiplicity is 3. For the energy above the lowest of the compared OMol25 structures with the same formula, charge and spin, the calculation gives 132.8 kJ/mol. As for the HOMO-LUMO gap (spin up / spin down): 7.6 / 6.0 eV. Its charge is -1. As for the total energy: -116984.19887 eV. For the LUMO energy (spin up / spin down), the calculation gives 2.17 / 0.41 eV. The expectation value of S² is 2.009. The molecular weight is 705.749 Da. As for the highest occupied orbital energy (spin up / spin down): -0.198 / -0.206 hartree.

Geometry (Å):
Pd 1.24267 0.15707 -0.79268
O 4.75237 -2.27653 0.08972
C 3.80307 -1.50673 0.08612
O 3.13207 -1.13323 -0.91018
C 3.41637 -0.98863 1.49952
C 4.42327 -0.74283 2.38822
C 4.13237 -0.35673 3.70932
C 2.81767 -0.28583 4.14252
C 1.78117 -0.53703 3.26252
C 2.02957 -0.86043 1.87872
O 1.08227 -1.06613 1.07492
N 0.45347 -0.49613 3.76382
O 0.31417 -0.56193 4.97652
O -0.49313 -0.39553 2.99742
N 5.18647 -0.07833 4.61772
O 4.89207 0.21257 5.76762
O 6.33707 -0.15093 4.22042
H 5.45397 -0.84373 2.08192
H 2.59327 -0.03003 5.16882
C -5.94253 -0.89883 -0.31978
C -5.54963 0.39847 -0.60438
C -4.22333 0.77477 -0.46268
C -3.27403 -0.14733 -0.04168
C -3.68893 -1.43683 0.27932
C -5.00903 -1.81823 0.13292
As -1.32973 0.25307 0.24852
C -0.74803 -0.95203 -1.19648
C -0.55043 -2.32873 -1.13998
C -0.14633 -3.02383 -2.27088
C 0.06167 -2.35673 -3.46898
C -0.08003 -0.98203 -3.53888
C -0.46803 -0.26223 -2.40628
C -0.68513 1.19397 -2.34138
C -0.47463 2.09607 -3.38098
C -0.77293 3.43627 -3.20138
C -1.27153 3.89177 -1.99208
C -1.46053 3.00567 -0.93938
C -1.19373 1.65917 -1.11048
H -6.97613 -1.19223 -0.44368
H -6.28193 1.12137 -0.94028
H -3.91993 1.78987 -0.68468
H -2.95043 -2.13763 0.65752
H -5.31953 -2.82773 0.37272
H -0.69463 -2.84593 -0.20148
H 0.02227 -4.08733 -2.21308
H 0.35857 -2.90683 -4.34898
H 0.11987 -0.46473 -4.46808
H -0.07383 1.75627 -4.32538
H -0.59913 4.13177 -4.00878
H -1.49153 4.94227 -1.86738
H -1.80493 3.36247 0.02492
F 1.29317 2.33477 0.83992
C 2.16147 1.83167 -0.11288
F 2.24577 2.82567 -1.05258
F 3.36737 1.80467 0.50392